Record 1
The following is a quantum chemistry calculation of a cluster of 4 separate species, C6H17NO3 in total in a non-equilibrium geometry, from the Open Molecules 2025 dataset.

Electronic energy: -519.22520 hartree
Frontier orbital gap: 0.290 Ha
SMILES: C/C=C/C/C=C/N.O.O.O
Molar mass: 151.21 g/mol

XYZ file:
```
27
Properties=species:S:1:pos:R:3:forces:R:3
C 2.15776 -0.89135 2.92885 0.01 0.98 -0.56
C 1.90459 -1.13519 1.45927 -0.27 -0.82 0.15
C 1.30220 -2.26756 1.11011 -0.26 -0.03 -0.42
C 0.92286 -2.70090 -0.28908 0.17 -1.58 -0.32
C -0.10857 -1.87148 -1.01330 1.02 -0.26 -0.59
C -0.21594 -1.79248 -2.35307 -0.50 1.75 1.01
N -0.84164 -0.68972 -2.97398 -0.96 -0.25 -0.89
H 1.36205 -1.29550 3.54759 0.02 -0.29 -0.04
H 3.10804 -1.34529 3.18537 0.22 0.12 0.40
H 2.17347 0.18710 3.14286 0.28 -0.27 0.04
H 2.28625 -0.46860 0.68488 -0.17 0.13 0.28
H 1.05421 -2.96654 1.91362 -0.16 0.20 -0.15
H 1.80797 -2.85772 -0.90500 0.35 0.66 -0.11
H 0.60996 -3.75829 -0.26765 -0.39 0.21 0.48
H -0.64546 -1.20682 -0.35755 -0.33 0.37 -0.21
H 0.28093 -2.40097 -3.10139 0.16 -0.38 0.45
H -1.23903 0.10874 -2.48188 0.48 -0.45 0.66
H -1.56143 -0.95006 -3.64236 0.40 -0.15 -0.21
O -2.48619 3.27177 0.02761 -0.02 -0.27 -0.65
H -1.61818 3.67689 0.13964 -0.24 0.15 0.55
H -3.08349 3.58725 0.70651 0.25 0.18 0.16
O -0.09317 3.92251 1.71617 -0.81 -0.17 -1.10
H 0.16531 4.31048 2.54218 0.64 -0.07 0.40
H 0.55820 3.31515 1.34949 0.21 0.22 0.62
O -2.25343 1.90018 -2.43413 -0.49 0.11 -0.24
H -2.47903 2.46786 -1.67713 0.02 -0.17 0.07
H -3.06826 1.85052 -2.95763 0.38 0.04 0.20
```
Positions in Å, forces in eV/Å.

Record 2
The following is a quantum chemistry calculation of a cluster of 3 separate species, C6H17NO3 in total in a non-equilibrium geometry, from the Open Molecules 2025 dataset.

Electronic energy: -519.21058 hartree
Frontier orbital gap: 0.361 Ha
SMILES: C=CC[C@H](C)NCO.O.O
Molar mass: 151.21 g/mol

XYZ file:
```
27
Properties=species:S:1:pos:R:3:forces:R:3
C 1.45147 2.19693 0.10639 -0.19 0.47 -1.35
C 1.70851 1.16320 0.89234 0.43 0.11 0.98
C 0.67303 0.55114 1.77992 -1.97 0.13 -1.34
C -0.66049 0.18293 0.93776 2.88 0.05 1.21
C -1.60423 -0.35923 1.98247 -2.27 -0.86 0.60
N -0.12615 -0.74438 -0.11826 -0.51 -2.34 0.85
C -1.05682 -1.77507 -0.61854 -1.45 2.21 -1.20
O -1.49438 -2.78766 0.25814 0.17 -0.07 0.86
H 0.46752 2.65842 -0.02525 -0.03 -0.49 0.49
H 2.08374 2.60845 -0.68635 0.55 -0.28 0.78
H 2.69605 0.75652 1.10451 0.17 0.22 -0.86
H 0.38388 1.27550 2.53703 -0.07 -0.15 0.30
H 0.93552 -0.40255 2.23988 0.45 0.22 0.16
H -0.95251 1.11966 0.45818 -0.52 -0.37 0.03
H -1.40139 -0.09032 3.01983 0.60 0.42 -0.15
H -2.64736 -0.02395 1.87511 0.21 0.09 -0.39
H -1.72969 -1.45298 2.05040 0.52 0.40 -0.51
H 0.57850 -1.35556 0.31583 0.29 0.82 0.08
H -1.91064 -1.09324 -0.91452 0.25 -1.22 -0.12
H -0.63885 -2.27945 -1.48903 0.22 0.40 -0.21
H -1.66211 -3.61799 -0.20545 0.19 0.40 -0.10
O -0.97711 1.63564 -2.16939 -0.46 0.23 -0.52
H -1.40847 1.30337 -2.97411 0.29 0.10 0.48
H -0.65778 0.86747 -1.69243 0.25 -0.38 0.06
O 2.41234 0.24449 -2.01598 -0.56 -0.84 -0.01
H 1.71136 0.09400 -1.36104 0.11 0.58 0.28
H 2.23616 -0.52912 -2.56634 0.45 0.16 -0.40
```
Positions in Å, forces in eV/Å.

Record 3
The following is a quantum chemistry calculation of a cluster of 2 separate species, C6H17NOP in total in a non-equilibrium geometry, from the Open Molecules 2025 dataset.

Charge: +1
Electronic energy: -709.87587 hartree
Frontier orbital gap: 0.308 Ha
Molar mass: 150.18 g/mol

XYZ file:
```
26
Properties=species:S:1:pos:R:3:forces:R:3
C 0.30335 -0.66549 2.08971 0.96 -1.17 0.61
C 2.58206 0.22828 1.15802 1.51 1.13 -0.14
C 2.14949 -1.44438 -0.94735 -0.95 1.62 -3.70
C -2.32729 1.72971 0.30796 0.10 -0.24 -0.61
C -1.91353 1.06744 -2.40207 0.29 -0.93 -0.61
C 1.42278 -0.62146 1.14097 -2.63 -0.33 -1.83
N 1.22424 -1.39272 0.12011 1.77 0.34 0.63
O -2.06874 -0.70683 -0.37226 3.99 -1.51 -0.95
P -1.22824 0.67049 -0.77263 -0.80 0.01 0.73
H 0.30854 -1.67370 2.47197 0.38 -0.74 0.59
H -0.68191 -0.73153 1.63599 -0.13 1.24 -0.08
H 0.57595 -0.07548 2.92745 -0.89 1.03 0.73
H 2.86776 0.42202 2.18586 0.18 0.22 0.07
H 3.35159 -0.33124 0.63352 0.53 0.20 0.50
H 2.59168 1.21666 0.58177 -0.83 -1.26 0.75
H 3.12542 -1.54736 -0.63053 2.01 -0.81 0.81
H 1.96757 -2.14042 -1.79864 -0.39 0.23 1.18
H 2.15273 -0.41733 -1.41600 -0.12 -0.92 0.17
H -2.77678 1.04728 1.12158 1.11 1.66 -0.81
H -1.67797 2.58079 0.53864 -0.53 -0.09 1.08
H -3.13858 2.15252 -0.30627 0.09 -0.29 0.27
H -1.45842 1.99689 -2.81609 -0.93 -0.61 0.20
H -1.85911 0.22094 -3.10968 1.16 0.32 0.10
H -2.97010 0.95037 -2.25311 -0.94 1.37 -0.01
H -2.94999 -0.57570 -0.20626 -3.48 0.47 0.51
H 0.42751 -1.95974 0.11734 -1.45 -0.94 -0.19
```
Positions in Å, forces in eV/Å.

Record 4
The following is a quantum chemistry calculation of a structure of composition C6H18AgF2N7O11S2 in a non-equilibrium geometry, from the Open Molecules 2025 dataset.

Charge: -1
⟨S²⟩: 0.7604
Electronic energy: -2593.60207 hartree
Frontier orbital gap (alpha / beta): 0.297 / 0.262 Ha
Spin multiplicity: 2
Molar mass: 574.25 g/mol

XYZ file:
```
47
Properties=species:S:1:pos:R:3:forces:R:3
Ag -18.97382 23.64464 0.04966 0.31 -0.05 0.99
C -18.06468 23.60566 2.71467 0.11 0.12 0.48
O -17.86265 24.60957 1.94434 -0.02 0.12 -0.10
O -18.66805 22.58963 2.22947 0.00 0.12 -0.13
O -17.68871 23.60786 3.90626 -0.05 -0.03 -0.21
N -20.43893 22.71052 -1.40058 -2.34 -0.36 -3.18
S -20.84527 23.14790 -2.98764 2.98 1.25 -0.47
O -20.95788 24.55682 -3.09552 -0.31 0.28 0.10
O -21.67671 22.31981 -3.78765 -0.60 -0.44 0.58
F -19.40558 22.82350 -3.59414 -0.03 0.19 0.18
S -21.82910 22.04095 -1.00109 -1.11 -1.36 3.82
O -22.04357 20.70286 -1.44315 0.08 0.15 -0.47
O -22.96062 22.92671 -0.95061 0.21 0.09 -0.63
F -21.50107 21.82856 0.55021 0.15 0.19 -0.56
C -18.39237 18.38491 -3.00134 0.31 0.60 0.20
C -19.41292 19.49215 -2.73810 -0.24 -0.93 -0.32
O -18.81326 20.47431 -1.95133 0.40 0.41 0.16
H -17.88647 18.05682 -2.09055 -0.23 0.04 0.13
H -17.61202 18.81510 -3.63897 -0.02 -0.35 -0.18
H -18.86677 17.52171 -3.46551 0.08 0.03 -0.20
H -20.29228 19.04690 -2.26023 -0.04 0.24 0.08
H -19.72307 19.85690 -3.72758 -0.15 0.25 0.17
H -19.37839 21.26884 -1.80086 0.39 -0.85 -0.13
C -18.30761 26.71899 -1.02526 -0.14 0.46 1.23
O -18.53700 25.53723 -1.15290 0.25 0.09 -1.17
N -17.98591 27.24365 0.20937 0.06 -0.12 -1.18
N -18.42191 27.62052 -2.06390 -0.11 -0.53 -0.11
H -18.08538 26.55735 0.94958 0.02 0.23 0.32
H -18.18520 28.22134 0.31090 -0.02 -0.04 0.61
H -17.92718 28.49317 -2.05631 0.14 -0.06 0.06
H -18.50867 27.13936 -2.94491 -0.03 0.22 -0.11
C -21.75380 25.03147 1.60785 0.41 0.47 0.59
O -20.88449 24.68292 0.83286 -0.71 0.48 0.03
N -23.07968 24.84878 1.36716 -0.44 -0.32 -0.50
N -21.45624 25.67135 2.79719 -0.73 -0.21 -0.15
H -23.83288 25.07204 1.98806 0.27 0.14 0.30
H -23.32806 24.29308 0.55990 0.29 -0.09 -0.04
H -20.57260 26.12331 2.93275 0.21 -0.27 -0.12
H -22.22474 25.92826 3.38828 0.16 0.19 0.11
C -16.00925 22.13389 -0.82877 0.47 0.06 -0.79
O -17.12634 22.56136 -0.63263 0.56 -0.43 0.18
N -15.78578 21.13958 -1.74245 -0.07 -0.11 -0.32
N -14.88224 22.65168 -0.22425 -0.60 -0.25 -0.08
H -14.88685 20.80478 -2.03312 0.14 0.16 0.31
H -16.57459 20.84998 -2.30084 -0.30 0.09 0.25
H -15.02165 23.08034 0.67280 0.16 0.26 -0.07
H -13.97577 22.47930 -0.60948 0.13 -0.10 0.31
```
Positions in Å, forces in eV/Å.

Record 5
The following is a quantum chemistry calculation of a structure of composition C6H18AlO3S3 in a non-equilibrium geometry, from the Open Molecules 2025 dataset.

Charge: +3
Electronic energy: -1900.79368 hartree
Frontier orbital gap: 0.103 Ha
Molar mass: 261.39 g/mol

XYZ file:
```
31
Properties=species:S:1:pos:R:3:forces:R:3
Al -0.75372 -1.24932 -0.94833 0.28 0.42 0.28
C -0.31782 -3.49193 3.91565 1.40 -0.75 -1.00
S -0.11061 -2.05139 2.76976 -1.27 -0.62 1.20
O -1.24939 -2.08649 1.75894 0.88 0.47 -0.18
C -0.38215 -0.71909 3.97243 -0.96 0.19 -0.73
H -1.27138 -4.01669 3.93720 -0.43 0.81 -0.10
H 0.07853 -3.14545 4.86565 -0.25 0.04 0.14
H 0.39162 -4.22225 3.51609 0.04 -0.02 0.15
H -1.45760 -0.73806 4.17504 0.01 -0.09 0.05
H -0.15490 0.22468 3.48894 0.34 0.05 0.16
H 0.15759 -0.91257 4.89439 0.39 0.00 -0.19
C 1.22364 -1.00675 -5.60550 -0.14 -0.13 -0.23
S 1.53162 0.05798 -4.18193 0.53 -1.26 -0.33
O 0.62111 -0.30220 -3.01922 -0.14 0.07 0.43
C 3.31300 -0.25865 -3.92800 -0.56 1.85 1.32
H 0.33080 -0.67605 -6.13260 -0.04 0.05 0.12
H 1.13295 -2.05655 -5.31582 -0.11 0.12 0.40
H 2.08260 -0.95867 -6.27735 0.06 0.41 0.10
H 3.71426 0.67812 -4.33474 0.37 -0.60 -1.00
H 3.72059 -1.21453 -4.23572 -0.16 0.02 -0.30
H 3.53671 0.01159 -2.88887 -0.33 -0.72 0.22
C -2.92911 2.83709 0.44030 0.34 -1.14 -0.33
S -1.81731 2.06230 1.66476 1.50 1.14 -1.43
O -1.26614 0.77235 1.08825 -0.34 -0.65 -0.22
C -0.41138 3.22479 1.51436 -0.17 0.44 -0.16
H -2.34924 3.12435 -0.43893 0.34 0.40 0.35
H -3.45741 3.65792 0.91610 -0.24 -0.11 -0.06
H -3.51848 1.99743 0.06626 -0.66 0.28 0.50
H -0.76917 4.22892 1.75098 0.04 -0.12 0.57
H -0.07223 3.32092 0.47908 -0.40 -0.57 -0.18
H 0.45302 2.90821 2.09283 -0.31 0.02 0.44
```
Positions in Å, forces in eV/Å.

Record 6
The following is a quantum chemistry calculation of a structure of composition C6H18AsO in a non-equilibrium geometry, from the Open Molecules 2025 dataset.

Charge: -1
Electronic energy: -2550.27437 hartree
Frontier orbital gap: 0.248 Ha
Molar mass: 181.13 g/mol

XYZ file:
```
26
Properties=species:S:1:pos:R:3:forces:R:3
C 1.39098 1.54926 0.91920 0.02 -1.33 -0.64
C 1.59978 0.27980 0.03516 0.10 0.21 0.30
C 2.16254 -0.84644 0.93535 0.61 0.59 -0.37
C 0.31825 -0.08752 -0.75466 0.31 -0.09 -0.34
C 0.60777 -0.54676 -2.22095 -0.64 0.01 1.20
C -0.57808 -1.15117 -0.08398 -0.84 0.18 0.00
O -1.30146 -0.68719 1.01901 0.89 -0.43 0.02
As -2.76652 0.42216 0.57615 -1.53 1.13 0.31
H 2.31491 1.69583 1.49135 -0.22 0.36 0.00
H 1.16831 2.38057 0.24559 0.00 0.17 0.41
H 0.54463 1.32958 1.57866 0.11 0.38 -0.02
H 2.36940 0.56025 -0.70584 -0.10 -0.24 0.14
H 2.09888 -1.84206 0.48608 -0.20 0.11 0.18
H 3.23755 -0.65546 1.09262 -0.24 -0.02 0.07
H 1.68576 -0.79557 1.91912 -0.15 -0.39 -0.21
H -0.27633 0.83091 -0.84012 0.03 -0.19 0.15
H 1.47539 -0.02523 -2.63258 -0.09 -0.24 -0.15
H -0.30436 -0.32465 -2.78740 0.31 -0.07 -0.18
H 0.71771 -1.63923 -2.20312 0.39 0.16 -0.34
H -0.02584 -2.05161 0.22798 0.18 0.21 -0.18
H -1.29425 -1.49732 -0.86105 0.18 0.01 0.02
H -1.82650 1.67806 0.81066 0.16 0.01 0.00
H -2.43323 0.40018 -0.95715 0.38 -0.10 -0.28
H -3.70899 -0.83231 0.35815 0.06 -0.27 -0.14
H -3.22550 0.42443 2.09007 0.43 -0.06 0.14
H -3.95077 1.43147 0.26169 -0.17 -0.10 -0.08
```
Positions in Å, forces in eV/Å.

Which formula does entry 5 have? C6H18AlO3S3

What is the formula in the fifth record? C6H18AlO3S3